Entry 1:
C4H8O3 | ωB97M-V with the def2-TZVPD basis set

The geometry in XYZ format:
```
15
Properties=species:S:1:pos:R:3:nbo_charge:R:1
C -1.565 2.152 -0.082 0.29
O -2.134 1.157 0.298 -0.53
C -0.401 -0.686 -0.913 0.44
O -0.170 -0.058 -1.924 -0.56
C 0.362 -0.416 0.368 -0.02
C 1.264 -1.609 0.691 -0.62
O 1.091 0.777 0.226 -0.71
H -1.034 2.186 -1.050 0.13
H -1.555 3.081 0.519 0.11
H -1.138 -1.511 -0.900 0.13
H -0.374 -0.283 1.171 0.21
H 0.677 -2.523 0.842 0.21
H 1.822 -1.400 1.607 0.23
H 1.981 -1.780 -0.118 0.21
H 1.174 0.912 -0.734 0.48
```

Summary:
**Energy relative to the best compared isomer or geometry (same formula, charge and spin)**: 48.3 kcal/mol
**HOMO energy**: -10.17 eV
**Frontier orbital gap**: 10.99 eV



Entry 2:
C4H8O3 | ωB97M-V with the def2-TZVPD basis set

The geometry in XYZ format:
```
15
Properties=species:S:1:pos:R:3:nbo_charge:R:1
C -2.477 0.476 -0.548 -0.25
O -1.924 -0.795 -0.325 -0.51
C -0.703 -0.804 0.347 -0.16
C 0.507 -0.363 -0.467 0.75
O 0.710 -0.921 -1.518 -0.59
O 1.405 0.413 0.173 -0.50
C 2.666 0.440 -0.525 -0.27
H -3.429 0.311 -1.059 0.20
H -1.831 1.089 -1.190 0.17
H -2.667 1.016 0.393 0.16
H -0.792 -0.353 1.356 0.18
H -0.399 -1.845 0.324 0.23
H 2.959 -0.570 -0.831 0.20
H 2.588 1.062 -1.420 0.19
H 3.382 0.858 0.179 0.20
```

Summary:
**Energy relative to the best compared isomer or geometry (same formula, charge and spin)**: 42.0 kcal/mol
**HOMO energy**: -10.06 eV
**Frontier orbital gap**: 10.90 eV



Entry 3:
C4H8O3 | ωB97M-V with the def2-TZVPD basis set

The geometry in XYZ format:
```
15
Properties=species:S:1:pos:R:3:nbo_charge:R:1
C 0.736 -0.569 -1.821 -0.62
C -0.111 -0.361 -0.568 0.06
O -0.100 -1.576 0.137 -0.73
C 0.535 0.778 0.222 -0.09
O -0.060 1.262 1.450 -0.50
C -1.073 0.724 2.101 0.67
O -1.745 -0.236 1.805 -0.62
H 1.765 -0.824 -1.541 0.21
H 0.754 0.321 -2.459 0.21
H 0.329 -1.407 -2.393 0.23
H -1.138 -0.080 -0.855 0.17
H -0.792 -1.491 0.813 0.50
H 0.599 1.672 -0.404 0.19
H 1.550 0.479 0.498 0.20
H -1.250 1.306 3.014 0.13
```

Summary:
**Energy relative to the best compared isomer or geometry (same formula, charge and spin)**: 24.3 kcal/mol
**HOMO energy**: -10.22 eV
**Frontier orbital gap**: 11.06 eV



Entry 4:
C4H8O3 | ωB97M-V with the def2-TZVPD basis set

The geometry in XYZ format:
```
15
Properties=species:S:1:pos:R:3:nbo_charge:R:1
C 2.688 -0.092 1.328 0.28
O 1.592 0.242 1.705 -0.51
C 0.255 -0.492 -0.529 0.45
O 0.498 -1.678 -0.573 -0.56
C -1.040 0.054 0.022 -0.02
C -1.716 0.920 -1.038 -0.62
O -1.877 -0.993 0.425 -0.71
H 2.827 -0.855 0.539 0.13
H 3.601 0.362 1.751 0.12
H 0.971 0.257 -0.922 0.12
H -0.764 0.682 0.884 0.20
H -1.072 1.757 -1.334 0.21
H -2.648 1.325 -0.637 0.23
H -1.952 0.320 -1.922 0.21
H -1.363 -1.808 0.300 0.49
```

Summary:
**Energy relative to the best compared isomer or geometry (same formula, charge and spin)**: 50.1 kcal/mol
**HOMO energy**: -10.18 eV
**Frontier orbital gap**: 10.64 eV



Entry 5:
C4H8O3 | ωB97M-V with the def2-TZVPD basis set

The geometry in XYZ format:
```
15
Properties=species:S:1:pos:R:3:nbo_charge:R:1
O 0.963 0.328 -1.450 -0.74
C 1.418 1.061 -0.326 -0.05
C 0.894 0.222 0.839 -0.52
C -0.605 -0.028 0.601 0.59
O -1.394 0.828 0.952 -0.57
C -1.211 -1.300 -0.058 -0.16
O -2.606 -1.190 -0.104 -0.72
H 1.071 0.788 -2.285 0.48
H 1.017 2.087 -0.278 0.18
H 2.517 1.143 -0.287 0.17
H 1.047 0.757 1.786 0.24
H 1.465 -0.711 0.876 0.22
H -0.839 -1.485 -1.077 0.21
H -0.929 -2.183 0.539 0.18
H -2.809 -0.317 0.271 0.49
```

Summary:
**Energy relative to the best compared isomer or geometry (same formula, charge and spin)**: 34.5 kcal/mol
**HOMO energy**: -10.10 eV
**Frontier orbital gap**: 10.75 eV



Entry 6:
C4H8O3 | ωB97M-V with the def2-TZVPD basis set

The geometry in XYZ format:
```
15
Properties=species:S:1:pos:R:3:nbo_charge:R:1
C -1.611 1.041 -0.730 -0.62
C -0.347 0.570 -0.037 0.07
O -0.544 0.752 1.341 -0.73
C -0.032 -0.887 -0.404 -0.11
O 1.396 -1.150 -0.456 -0.49
C 2.138 -0.942 0.620 0.66
O 1.756 -0.620 1.722 -0.62
H -2.444 0.374 -0.485 0.21
H -1.473 1.064 -1.815 0.21
H -1.859 2.046 -0.382 0.23
H 0.509 1.167 -0.406 0.16
H 0.225 0.355 1.788 0.50
H -0.366 -1.116 -1.422 0.20
H -0.523 -1.574 0.296 0.20
H 3.203 -1.076 0.383 0.13
```

Summary:
**Energy relative to the best compared isomer or geometry (same formula, charge and spin)**: 21.4 kcal/mol
**HOMO energy**: -10.20 eV
**Frontier orbital gap**: 11.06 eV



Entry 7:
C4H8O3 | ωB97M-V with the def2-TZVPD basis set

The geometry in XYZ format:
```
15
Properties=species:S:1:pos:R:3:nbo_charge:R:1
C -2.357 0.549 -0.129 -0.17
O -2.182 -0.711 0.136 -0.34
C -1.162 -1.260 0.704 -0.14
C 0.476 -0.099 -1.421 0.63
O 1.073 -0.811 -2.185 -0.59
O 1.055 0.690 -0.510 -0.52
C 2.472 0.616 -0.486 -0.27
H -3.289 0.791 -0.595 0.18
H -0.608 0.109 -1.449 0.13
H -1.721 1.268 0.337 0.16
H -0.444 -0.656 1.207 0.16
H -1.215 -2.322 0.801 0.18
H 2.795 -0.402 -0.264 0.19
H 2.885 0.924 -1.445 0.20
H 2.786 1.299 0.294 0.19
```

Summary:
**Energy relative to the best compared isomer or geometry (same formula, charge and spin)**: 111.9 kcal/mol
**HOMO energy (alpha / beta)**: -7.77 / -7.80 eV
**Frontier orbital gap (alpha / beta)**: 8.32 / 8.37 eV



Entry 8:
C4H8O3 | ωB97M-V with the def2-TZVPD basis set

The geometry in XYZ format:
```
15
Properties=species:S:1:pos:R:3:nbo_charge:R:1
C 2.296 -0.314 1.563 0.29
O 2.069 0.723 0.988 -0.52
C 0.430 -0.173 -0.956 0.45
O 0.814 -1.324 -0.993 -0.57
C -0.723 0.238 -0.063 -0.02
C -1.894 0.724 -0.920 -0.62
O -1.081 -0.841 0.758 -0.72
H 2.038 -1.291 1.117 0.13
H 2.774 -0.327 2.560 0.11
H 0.869 0.603 -1.607 0.13
H -0.370 1.066 0.566 0.20
H -1.613 1.602 -1.513 0.21
H -2.726 1.000 -0.267 0.23
H -2.234 -0.066 -1.597 0.21
H -0.651 -1.619 0.364 0.48
```

Summary:
**Energy relative to the best compared isomer or geometry (same formula, charge and spin)**: 48.2 kcal/mol
**HOMO energy**: -10.23 eV
**Frontier orbital gap**: 10.93 eV